Run A
Entry from the OMol25 dataset: a single C4H8N2 molecule (ωB97M-V/def2-TZVPD).

Properties
- E_HOMO (alpha / beta): -7.7 / -6.5 eV
- Frontier orbital gap (alpha / beta): 7.9179 / 6.6084 eV

Structure (ORCA input):
```
! wB97M-V def2-TZVPD RIJCOSX def2/J DEFGRID3
* xyz 0 1
C -0.451 -1.357 0.013
N 0.319 -0.123 0.133
C 1.223 -0.012 1.270
C 0.085 0.895 -0.657
C -1.132 1.146 -1.476
N -2.194 0.494 -1.314
H -0.327 -1.947 0.923
H -0.102 -1.931 -0.850
H -1.494 -1.052 -0.186
H 0.635 -0.019 2.194
H 1.782 0.924 1.212
H 1.921 -0.853 1.287
H 0.748 1.749 -0.492
H -1.011 2.087 -2.058
*
```

=====

Run B
Entry from the OMol25 dataset: a single C4H8N2 molecule (ωB97M-V/def2-TZVPD).

Properties
- E_HOMO (alpha / beta): -9.0 / -8.7 eV
- Frontier orbital gap (alpha / beta): 8.2807 / 8.4406 eV

Structure (ORCA input):
```
! wB97M-V def2-TZVPD RIJCOSX def2/J DEFGRID3
* xyz 0 1
C 2.740 -0.449 -0.879
C 1.621 0.287 -0.467
C -0.383 0.555 0.850
C -2.462 -0.394 -0.007
N 0.706 -0.239 0.253
N -1.385 0.495 -0.147
H 3.509 0.118 -1.320
H 2.764 -1.450 -0.718
H 1.764 1.405 -0.604
H -0.684 -0.127 1.814
H 0.090 1.587 1.124
H -3.124 -0.044 -0.813
H -2.221 -1.471 -0.075
H -2.934 -0.273 0.988
*
```

=====

Relative energies in hartree: run A 0.0000; run B 0.0477

=====

Run A
Entry from the OMol25 dataset: 2 unconnected molecules or ions with the total composition C4H8N2 (ωB97M-V/def2-TZVPD).

Properties
- E_HOMO (alpha / beta): -8.6 / -8.6 eV
- Frontier orbital gap (alpha / beta): 7.6908 / 7.6935 eV

Structure (ORCA input):
```
! wB97M-V def2-TZVPD RIJCOSX def2/J DEFGRID3
* xyz 0 1
C -0.387 1.351 0.355
N -0.448 0.044 -0.242
C -1.347 -0.896 0.291
C 0.775 -0.463 -0.756
C 2.031 -0.230 -0.152
N 2.676 0.103 0.770
H -1.336 1.546 0.861
H -0.262 2.102 -0.430
H 0.444 1.439 1.062
H -1.106 -1.046 1.345
H -1.297 -1.851 -0.259
H -2.317 -0.429 0.197
H 0.610 -0.319 -1.766
H 1.963 -1.351 -1.278
*
```

=====

Run B
Entry from the OMol25 dataset: a single C4H8N2 molecule (ωB97M-V/def2-TZVPD).

Properties
- E_HOMO (alpha / beta): -7.7 / -6.5 eV
- Frontier orbital gap (alpha / beta): 7.9192 / 6.6027 eV

Structure (ORCA input):
```
! wB97M-V def2-TZVPD RIJCOSX def2/J DEFGRID3
* xyz 0 1
C -0.272 1.286 0.561
N -0.354 -0.018 -0.090
C -1.575 -0.788 0.117
C 0.685 -0.533 -0.697
C 2.111 -0.144 -0.538
N 2.506 0.612 0.385
H -1.113 1.399 1.248
H -0.300 2.080 -0.192
H 0.718 1.328 1.048
H -1.649 -1.060 1.176
H -1.546 -1.700 -0.482
H -2.451 -0.196 -0.160
H 0.490 -1.499 -1.172
H 2.749 -0.768 -1.204
*
```

=====

Run C
Entry from the OMol25 dataset: a single C4H8N2 molecule (ωB97M-V/def2-TZVPD).

Properties
- E_HOMO (alpha / beta): -6.9 / -8.6 eV
- Frontier orbital gap (alpha / beta): 6.3370 / 9.0290 eV

Structure (ORCA input):
```
! wB97M-V def2-TZVPD RIJCOSX def2/J DEFGRID3
* xyz 0 1
C -1.760 -0.745 1.198
N -0.387 -0.563 0.746
C 0.401 0.656 -0.763
C 1.807 1.124 -0.800
C -0.022 -0.729 -0.694
N -0.098 -1.627 -1.520
H -2.429 -0.419 0.397
H -1.958 -0.148 2.093
H -1.980 -1.797 1.413
H 0.312 -0.930 1.386
H -0.376 1.405 -0.931
H 2.046 1.396 -1.839
H 1.939 2.031 -0.202
H 2.506 0.346 -0.485
*
```

=====

Relative energies in hartree: run A 0.0873; run B 0.0000; run C 0.0423

=====

Run A
Entry from the OMol25 dataset: 2 unconnected molecules or ions with the total composition C4H8N2 (ωB97M-V/def2-TZVPD).

Properties
- E_HOMO: -10.5 eV
- Frontier orbital gap: 11.3996 eV

Structure (ORCA input):
```
! wB97M-V def2-TZVPD RIJCOSX def2/J DEFGRID3
* xyz 0 1
C -0.908 0.873 1.576
N -0.100 0.214 0.568
C 0.320 0.888 -0.421
C 1.148 0.284 -1.512
C -0.745 -3.579 -0.393
N -0.437 -2.537 0.048
H -1.090 1.934 1.355
H -0.410 0.786 2.547
H -1.868 0.353 1.654
H -0.214 -1.580 0.367
H 0.077 1.957 -0.512
H 0.618 0.350 -2.468
H 2.089 0.837 -1.620
H 1.370 -0.765 -1.301
*
```

=====

Run B
Entry from the OMol25 dataset: a single C4H8N2 molecule (ωB97M-V/def2-TZVPD).

Properties
- E_HOMO: -8.4 eV
- Frontier orbital gap: 9.2344 eV

Structure (ORCA input):
```
! wB97M-V def2-TZVPD RIJCOSX def2/J DEFGRID3
* xyz 0 1
C 2.472 -0.305 -0.010
C 1.148 0.438 -0.002
C -0.108 0.027 -0.302
C -1.200 0.931 -0.129
N -2.453 0.629 0.019
N -2.693 -0.721 -0.090
H 3.147 0.196 -0.769
H 2.988 -0.079 0.966
H 2.383 -1.374 -0.175
H 1.373 1.461 0.378
H -0.294 -0.998 -0.567
H -1.018 1.983 -0.129
H -2.109 -1.294 0.552
H -3.634 -0.895 0.258
*
```

=====

Run C
Entry from the OMol25 dataset: a single C4H8N2 molecule (ωB97M-V/def2-TZVPD).

Properties
- E_HOMO: -8.7 eV
- Frontier orbital gap: 9.5870 eV

Structure (ORCA input):
```
! wB97M-V def2-TZVPD RIJCOSX def2/J DEFGRID3
* xyz 0 1
H 2.403 -0.823 2.026
N 2.006 -1.614 1.367
C 1.369 -0.986 0.460
N 0.932 0.338 0.220
C -0.338 0.517 -0.347
C -0.947 1.604 0.109
C -1.079 -0.453 -1.086
H 0.864 -1.553 -0.344
H 0.915 0.834 1.063
H -0.401 2.435 0.529
H -1.848 2.088 -0.243
H -0.331 -1.028 -1.656
H -1.992 -0.122 -1.717
H -1.554 -1.236 -0.382
*
```

=====

Relative energies in hartree: run A 0.0000; run B 0.0145; run C 0.0225

=====

Run A
Entry from the OMol25 dataset: a single C4H8N2 molecule (ωB97M-V/def2-TZVPD).

Properties
- E_HOMO (alpha / beta): -8.0 / -8.0 eV
- Frontier orbital gap (alpha / beta): 8.7096 / 8.7105 eV

Structure (ORCA input):
```
! wB97M-V def2-TZVPD RIJCOSX def2/J DEFGRID3
* xyz 0 1
C -2.838 -0.071 0.091
C -1.562 -0.054 -0.571
C -0.293 0.058 0.004
N 0.970 -0.083 -0.149
C 1.907 1.088 -0.378
N 1.602 -1.157 -0.778
H -3.269 0.885 -0.084
H -3.510 -0.722 -0.448
H -2.718 -0.267 1.140
H 2.876 0.775 -0.025
H 1.942 1.426 -1.375
H 1.532 1.837 0.191
H 1.171 -1.288 -1.729
H 1.698 -1.994 -0.110
*
```

=====

Run B
Entry from the OMol25 dataset: a single C4H8N2 molecule (ωB97M-V/def2-TZVPD).

Properties
- E_HOMO: -9.3 eV
- Frontier orbital gap: 10.3684 eV

Structure (ORCA input):
```
! wB97M-V def2-TZVPD RIJCOSX def2/J DEFGRID3
* xyz 0 1
C -0.699 -1.686 -0.312
N -1.673 -0.654 -0.642
C -0.267 -0.428 -0.957
C 0.698 0.322 -0.079
C 0.721 1.741 0.326
N 0.179 0.716 1.223
H -0.724 -2.625 -0.855
H -0.426 -1.763 0.742
H -1.950 -0.166 0.207
H -0.068 -0.401 -2.029
H 1.673 -0.168 -0.104
H 0.008 2.456 -0.069
H 1.694 2.163 0.582
H 0.834 0.493 1.967
*
```

=====

Relative energies in hartree: run A 0.1032; run B 0.0000